Formula: C40H98N3O24P2S7
Source: OMol25
Level of theory: ωB97M-V/def2-TZVPD

Its charge is +1.

```
174
Properties=species:S:1:pos:R:3:forces:R:3
O -4.2673 0.1159 3.7778 -0.2 0.0 -0.4
H 5.6861 -1.7153 0.9425 0.1 0.0 0.0
H -9.3124 1.8398 -2.0000 0.0 -0.1 0.0
H 7.4835 8.2220 -7.3718 0.1 0.0 0.0
S -4.7444 -0.7661 2.7495 -0.4 -0.6 0.1
O 8.0980 -0.8763 -1.1802 0.7 1.5 0.1
O 7.4591 3.9750 -6.5998 -1.6 -1.1 0.7
H 3.6639 1.4033 -0.5318 -0.2 0.0 -0.7
H -3.5837 -3.7465 -4.3552 0.1 0.7 0.3
H 6.4339 -3.9761 0.1019 0.0 -0.1 0.1
O 9.1132 8.5814 -5.2711 -0.2 -0.7 -0.6
C -11.7809 -3.3939 7.8933 -0.8 0.6 0.2
H -12.9535 -3.5160 6.0848 0.0 0.0 0.1
H -4.0467 -2.8548 1.9125 0.0 0.1 0.0
O -8.6739 -1.7288 12.7845 -0.7 0.1 0.4
H -7.4111 -4.1354 6.0349 -0.1 0.1 0.0
C 0.6915 2.7688 -1.8650 -0.1 0.2 0.4
H -2.9466 -0.1989 -2.9914 0.0 0.0 0.9
O -10.6569 -4.0898 7.3320 0.8 0.1 -0.3
H -6.4590 0.0939 -3.4014 0.6 -0.3 0.0
C 7.9463 7.2733 -7.1091 0.0 0.1 0.1
C -7.9195 -1.7780 11.5655 0.4 0.2 -0.8
H 6.0706 -2.2271 2.6029 0.0 0.0 -0.1
O 7.9956 1.0502 -6.6898 0.2 0.6 -0.5
H 11.5366 -4.6539 -1.9362 -0.5 -0.6 0.3
S -10.1681 0.0606 -3.2482 -0.5 0.4 -0.2
H 10.9061 -1.0303 -0.1964 -0.3 -0.8 0.4
H 7.3558 6.7420 -6.3672 0.0 0.1 0.0
O -10.9182 -1.5187 11.7494 0.2 0.4 0.1
O 5.5229 -6.3269 0.8671 -0.2 0.3 0.3
S -10.0852 -0.9516 12.7733 0.5 -0.3 0.3
C -8.2938 -4.5439 6.5252 0.0 -0.1 0.1
C 6.1478 1.1925 -3.4387 -0.7 0.0 0.1
H -11.4420 -2.6453 8.6142 0.2 -0.1 -0.1
H 8.0529 -0.7447 0.8781 0.6 0.1 -0.3
C -9.8928 1.7741 -2.9191 0.0 0.1 -0.1
H 5.5748 0.2376 -3.5955 0.5 0.7 0.3
H -1.7981 1.2356 -0.0126 0.3 0.5 -0.6
C 10.6902 -3.8031 -0.1163 -0.8 -0.7 -0.8
H 9.5377 9.4064 -3.4598 -0.3 -0.1 -0.2
H -10.5276 -1.4476 -5.5794 0.1 0.1 0.1
H 10.1832 -1.7596 1.3315 0.0 0.1 -0.8
H 0.1247 3.6696 -1.5242 0.5 -0.5 -0.3
O -8.9355 -0.5419 -3.6759 -0.4 -0.2 0.2
H 2.6217 3.6937 -1.2576 -0.4 -0.6 0.0
C -12.4352 -1.8209 -4.6200 0.0 0.0 0.3
O 6.9786 -4.6636 1.9912 -0.1 -0.6 0.2
O -10.9370 -0.4897 -2.1674 0.5 -0.1 -0.3
C 10.0880 8.9431 -4.2790 0.8 0.4 0.5
H 7.7185 -3.1008 0.9186 0.1 -0.4 0.1
O -11.1268 0.2483 -4.5293 0.5 0.3 0.5
C -12.6595 -2.7697 6.8248 0.2 0.1 -0.2
O -9.8087 -2.7288 5.4381 0.2 0.2 0.5
C -11.4414 -0.9088 -5.3156 -0.3 -0.8 -0.3
O 10.3014 8.3244 -7.4294 0.1 -0.6 0.4
H 8.0659 6.6616 -8.0023 0.1 0.0 0.0
N 7.7100 0.9446 -5.3148 0.5 0.8 -0.5
H 10.3174 -4.2571 0.8367 0.5 0.3 -0.6
H 8.3061 2.7033 -2.7770 0.2 -0.6 -0.3
H 8.3020 4.3865 -6.3499 0.0 0.0 0.0
C -3.5357 -2.7922 -3.7648 0.2 -1.0 -0.4
C 10.6554 -4.8594 -1.2961 0.2 1.2 0.9
C 7.2493 0.2230 -1.4521 -1.7 0.2 0.7
P 6.7145 3.5456 -5.1388 2.1 3.2 1.6
H -8.2461 -1.0770 2.0688 -0.1 0.0 0.1
H -4.8415 0.0029 -4.1614 -0.3 -0.1 0.6
H -12.0070 -2.2578 -3.7176 0.0 0.0 -0.1
C 5.7643 -2.5736 1.6139 -0.2 -0.1 0.1
H -12.1329 -1.9769 6.2928 0.0 0.0 0.0
O 4.7824 -5.2314 2.9961 0.2 -0.2 -0.5
O 5.3021 4.4492 -5.0634 1.0 -1.9 -0.9
H -5.3857 0.7971 -1.5126 0.7 -0.4 0.0
H 2.3109 0.5931 -1.3586 0.5 0.7 -0.1
H -6.7051 -2.2691 -3.2025 0.8 0.3 0.2
S 9.5593 7.5843 -6.4513 -0.6 0.9 0.1
H 10.6424 -5.8766 -0.8593 0.1 0.5 -0.6
H 9.9286 0.2857 -2.4305 -0.1 0.2 0.4
H 11.7764 10.2616 -4.0164 -0.1 0.0 0.1
H -8.0072 0.3204 11.0366 0.0 -0.1 0.0
H -2.5885 -2.8380 -3.1766 -0.8 0.3 -0.2
H 0.2481 0.7088 -1.0203 0.0 0.6 -0.4
H -10.8540 2.2660 -2.7872 0.0 -0.1 0.0
H 7.5564 -7.3279 2.4840 0.0 0.0 0.0
H -9.9141 -1.2309 15.1058 0.0 0.0 -0.1
C -4.8192 -0.0771 -1.9071 -0.7 -0.2 -0.8
C 8.9095 1.4751 -4.5601 0.5 -0.7 1.2
H 3.5471 0.7116 -3.3130 0.3 0.7 0.0
H 0.8480 2.9122 -2.9638 0.1 -0.2 0.8
C 11.1116 9.9273 -4.8139 0.1 -0.1 -0.3
H -11.5919 -0.9830 14.5578 0.0 0.0 -0.1
S -9.4413 -3.2178 6.7393 -0.4 -0.8 0.2
H 6.1931 -0.1458 -1.3506 0.7 0.3 -0.3
H 10.5712 8.0481 -3.8786 -0.1 -0.1 -0.2
H 5.2127 3.1998 -2.8862 0.5 -0.7 0.0
H 7.1346 -6.4467 3.9891 0.0 0.0 0.0
H -2.6237 2.0809 -2.8687 -0.1 -0.2 0.7
H -5.0666 -0.9363 -1.2418 0.3 0.7 -0.4
H 3.1185 2.4740 -3.3336 0.3 -0.7 0.1
C -7.2628 -0.4474 11.2480 -0.1 0.2 0.0
C -5.7011 -1.9364 -3.5385 0.2 0.2 -0.8
H -8.8634 0.1057 3.2434 0.0 -0.1 0.1
H -12.7335 -2.6380 -5.2787 0.0 0.1 -0.1
H -3.3387 -2.4946 3.5217 0.0 0.0 0.0
H 9.7392 -4.6471 -1.8892 0.5 -0.4 0.5
H -2.7645 -0.4434 -1.1978 -0.3 0.4 -0.6
O -9.8382 0.4617 12.8433 -0.3 -0.4 -0.3
H 10.6169 10.7948 -5.2531 0.0 0.0 0.1
H 5.5693 5.3303 -5.3637 -0.2 0.1 0.0
H 5.3589 2.0865 -1.5196 0.5 -0.2 -1.0
O 9.7511 -2.7730 -0.4870 1.0 0.3 0.8
O -8.9563 -2.3390 7.7659 -0.2 0.1 -0.4
H -6.6707 -0.0993 12.0962 0.0 -0.1 0.0
H -13.5560 -2.3359 7.2698 0.0 -0.1 0.1
C 8.7955 -0.6189 0.0587 0.7 -0.5 0.8
C 2.9487 1.5108 -1.3787 -0.5 0.6 -0.2
C 6.4354 1.6867 -4.9412 -1.5 -2.1 -1.4
H 6.0703 -7.7419 3.3836 -0.1 0.1 -0.1
C 2.0418 2.7546 -1.0757 -0.1 -0.3 0.3
C -7.9614 -0.3273 2.8089 0.1 0.1 -0.2
H -8.0310 -4.9471 7.5004 0.0 0.0 0.0
H 9.2234 0.4140 0.0921 -0.6 -0.7 -0.1
H 7.5936 -0.0646 -5.1568 0.0 0.4 0.9
H 4.7307 -0.3664 -5.5759 1.0 0.3 -0.1
H -7.1465 -2.5344 11.7071 -0.2 -0.1 0.3
H -12.3586 -4.1351 8.4460 0.3 -0.2 -0.1
N 9.7477 1.2794 -2.2445 -0.5 -0.5 -0.7
C 6.7558 -3.5880 1.0716 -0.3 0.7 -0.4
H -9.3390 2.2108 -3.7472 0.0 0.0 0.0
H 9.6699 0.6604 -4.6456 -0.6 0.7 0.0
H -8.7491 -5.3053 5.8956 0.0 0.1 0.0
O -4.6869 -2.7491 -2.9221 0.2 0.7 -0.4
H 11.7254 9.4759 -5.5937 0.0 0.0 0.1
C 3.6618 1.6818 -2.7827 0.0 -0.1 1.1
H -5.6523 -2.1687 -4.6366 -0.3 0.3 0.7
H 11.6953 -3.3450 0.0177 -0.5 -0.4 0.0
H -13.3232 -1.2627 -4.3193 0.0 0.0 -0.1
H -1.5951 2.9315 -0.5101 0.1 -0.7 -0.4
P 5.0816 0.9408 -6.0747 -2.1 0.4 -0.3
H -6.7638 -0.1932 4.6097 0.2 -0.1 -0.1
H -8.5527 -2.1126 10.7394 -0.1 0.1 0.1
H -3.7320 2.2389 -1.4832 0.8 -0.3 -0.1
N 7.3933 0.7820 -2.7839 0.9 -0.6 -0.4
O 10.0665 6.3673 -5.8686 0.0 0.1 -0.2
H 1.7947 2.7571 0.0134 0.1 0.0 -0.7
C 10.0327 -1.5877 0.2346 -1.3 1.1 -0.6
C 5.1889 2.1205 -2.6236 -1.5 0.2 0.1
H -7.4306 0.4648 2.2794 0.0 0.0 0.0
H 5.5603 0.7310 -7.4028 0.5 -0.2 0.7
C -5.4615 -0.3930 -3.3238 -0.3 -0.5 0.4
H 7.9313 0.1785 -7.1068 0.0 -0.1 0.2
H 10.5291 1.7564 -2.7002 -0.1 0.2 0.5
C -10.6541 -1.4971 14.3542 0.1 -0.1 0.0
H -10.8125 -2.5726 14.3233 0.0 0.0 0.0
C 8.5461 1.6353 -3.0091 0.4 0.9 -1.0
H -6.6164 -0.5368 10.3736 0.0 -0.1 0.0
C -2.8422 1.6713 -1.8527 -0.2 0.1 0.2
C -3.5955 -2.0925 2.5444 -0.1 -0.1 0.1
S 3.4572 1.9894 -6.1773 0.4 0.0 0.0
H -0.5020 1.1002 -2.5985 0.3 0.1 0.8
H -7.6790 -1.6842 4.4352 0.3 -0.2 -0.1
C -0.2350 1.5255 -1.5979 -0.7 0.1 -0.4
O -5.1051 -0.2769 1.4475 0.2 0.2 0.5
H 7.3310 1.0531 -0.6991 0.3 -0.8 -0.4
H -11.8792 -0.5420 -6.2444 0.1 0.3 0.1
O -5.9630 -1.6401 3.3350 0.8 0.0 -0.2
C -1.6040 1.8868 -0.9030 -0.6 -0.2 0.0
H -3.4990 -1.9496 -4.4910 0.1 -0.4 0.6
H 4.7696 -3.0079 1.7184 0.0 0.0 0.0
C -3.2704 0.1628 -1.9847 -0.3 0.2 -0.2
H 9.3169 2.4006 -5.0088 -0.6 -0.6 0.0
H -2.7101 -1.6845 2.0595 -0.1 0.1 0.0
S 5.8169 -5.7701 2.1577 0.4 0.1 0.3
C -7.0928 -0.9455 3.8882 -0.8 0.5 0.2
C 6.7483 -6.9389 3.0992 0.1 0.1 0.0
```
Positions in Å, forces in eV/Å.



Formula: C40H98N7NaO8
Source: OMol25
Level of theory: ωB97M-V/def2-TZVPD

Its energy relative to the best compared isomer or geometry (same formula, charge and spin) is 111.7 kcal/mol. Its charge is 0.

```
154
Properties=species:S:1:pos:R:3:forces:R:3
C 14.1924 -18.2400 21.0256 -1.0 0.0 0.5
H 19.6217 -9.5594 13.0587 0.0 0.0 -0.2
H 14.5240 -10.3169 21.7284 -1.4 0.3 0.0
C 15.8485 -14.0200 15.1410 0.5 1.6 -0.7
C 14.6697 -8.3267 20.8566 -0.8 -0.5 -1.5
C 20.5759 -10.0624 13.2157 1.2 -0.6 3.0
H 16.6026 -14.7074 14.7579 0.5 0.3 -0.1
C 14.0461 -17.6918 18.5942 0.7 1.3 0.3
N 15.1073 -15.9546 20.1185 3.2 -2.8 -1.1
O 13.8949 -15.4198 20.2916 -2.5 1.7 0.9
C 26.3548 -11.5152 15.4498 0.2 1.4 -1.3
H 15.3522 -5.6468 20.2253 0.1 -0.1 0.2
H 22.1622 -16.8050 19.9749 0.4 0.2 0.5
N 25.4183 -12.6912 17.3292 -1.9 2.9 -0.5
C 21.4880 -10.0133 12.0394 -0.4 -0.7 -2.2
C 14.6836 -14.1907 14.2120 -0.6 -1.2 0.5
H 27.4513 -11.6432 18.3983 0.2 -0.5 0.2
H 16.5284 -12.4128 14.0537 0.2 -0.3 -0.2
H 22.3081 -9.0558 20.9083 -0.1 0.0 0.1
C 14.0500 -14.8266 12.0838 1.5 0.8 -1.7
H 19.5107 -13.3204 21.5985 0.2 0.1 -0.3
H 20.4625 -13.8438 15.3083 -0.3 0.6 0.0
C 16.1176 -15.4905 21.1473 0.0 -3.2 1.1
H 19.0485 -13.6061 23.2332 0.5 0.2 0.5
H 23.3941 -17.2965 15.2421 0.2 0.2 0.0
C 14.9133 -9.8526 20.8223 0.7 1.9 1.3
H 24.2586 -9.7977 19.1760 -0.2 0.3 -0.8
H 14.5069 -11.4914 19.7873 0.4 -0.4 -0.1
H 13.5955 -8.1995 20.7224 -0.4 0.4 0.2
H 19.5861 -15.5077 18.7137 -0.5 0.0 0.3
C 24.5844 -11.4238 17.6726 -0.8 0.4 0.8
H 17.8762 -15.6614 20.0018 0.5 -0.8 -0.4
H 20.1502 -12.4132 17.0302 0.3 -0.2 0.2
H 22.5566 -10.1389 12.2138 -0.2 -0.4 0.5
H 21.1473 -8.3616 13.9902 0.4 0.6 0.3
H 14.6344 -17.4449 17.7104 0.3 0.5 0.1
C 16.1429 -13.9475 21.2095 0.4 -1.9 -0.7
H 14.6923 -16.1475 22.6474 -0.3 -0.3 -0.2
C 21.4525 -15.9417 18.2394 -0.5 -0.4 -1.7
H 26.5052 -9.4780 16.3608 -0.2 -0.2 0.5
H 17.0361 -9.9072 20.3269 0.0 0.2 -0.1
Na 20.4114 -9.2830 16.5082 -1.0 -0.8 0.7
C 22.1780 -15.8044 19.5429 -0.6 0.1 -0.5
C 24.9990 -10.5602 18.9342 0.1 -0.8 -0.3
C 19.3866 -12.8195 22.5586 0.2 0.1 -0.3
H 22.2981 -9.4453 14.2520 0.1 -0.4 -0.1
H 16.1832 -16.9947 22.9466 0.3 0.0 -0.7
C 26.6320 -12.4840 16.5570 1.4 0.2 1.6
H 18.5651 -12.1136 22.4368 0.0 0.2 0.1
H 19.7372 -13.4672 18.4988 0.7 -0.7 -0.5
H 13.2148 -16.9878 18.6298 -0.3 -0.3 -0.1
H 21.0057 -14.2166 13.6883 -0.6 0.9 -0.9
H 13.5791 -10.3013 19.3563 -0.3 0.4 -0.1
H 14.3717 -15.2170 14.4058 -0.8 -0.2 -0.2
C 22.3792 -8.9408 21.9899 -1.1 -0.4 2.0
H 13.7874 -19.1949 20.6908 0.4 -0.1 -0.6
H 27.6957 -14.4174 16.5578 0.2 0.2 -0.3
H 23.6955 -10.8532 15.8327 0.5 -0.2 -0.9
O 15.3171 -7.7095 19.7475 -0.6 0.0 0.2
H 13.0092 -14.5435 12.2413 0.1 -0.1 0.3
H 17.9948 -12.0822 19.1777 -0.4 -0.5 0.3
H 22.1521 -16.7448 14.0715 0.3 0.1 -0.1
H 24.9677 -11.0939 19.8841 0.7 -0.6 -0.2
H 13.8436 -14.7518 19.6040 -0.3 0.1 -0.1
H 27.3222 -11.5074 14.9476 0.0 0.5 -0.4
H 16.8818 -13.7612 21.9889 -0.2 0.7 -0.2
H 22.7325 -12.7401 17.4157 0.1 0.4 -0.5
C 18.8424 -11.6967 18.6111 -0.3 2.0 -0.9
H 13.7100 -18.6955 18.3342 -0.1 -0.2 0.9
O 25.5949 -13.5073 18.4594 0.2 0.3 0.0
H 19.7611 -16.3365 17.3835 -0.6 -0.3 -0.3
H 23.1707 -15.3857 19.3779 0.1 -0.3 0.2
H 21.1506 -10.7670 11.3280 0.3 -0.3 -0.2
H 22.1108 -10.0957 23.8591 -0.3 0.3 0.1
N 23.3038 -11.1698 22.5844 -0.9 0.3 -0.1
H 16.6281 -9.4186 22.0132 0.0 0.1 -0.1
C 22.3272 -17.1658 15.0615 -0.4 -0.8 -2.5
H 25.9621 -10.0759 18.7732 0.0 0.0 0.2
C 26.9872 -13.8368 15.9670 -0.8 -0.8 -0.4
H 21.7494 -17.9222 17.3364 -0.1 -0.2 0.1
H 19.4986 -11.5780 14.5806 -0.6 1.1 0.0
H 15.1441 -13.5699 21.4287 0.2 0.0 0.3
H 14.8617 -6.1498 18.5689 1.1 0.3 -0.2
H 15.9449 -15.3088 23.2938 0.6 0.1 0.2
H 28.6771 -12.6722 17.5685 -0.7 -0.9 0.4
H 23.2362 -8.3391 22.2925 0.7 -0.8 -0.2
H 21.4225 -9.1063 11.4384 -0.3 0.4 0.4
N 21.2985 -9.3097 14.3036 -1.3 1.0 0.2
H 19.8438 -11.9857 12.9368 0.0 -0.6 -0.2
H 18.4327 -18.0274 20.3188 -0.1 -0.4 -0.3
C 14.8990 -17.4573 19.9206 1.3 -0.9 -1.3
C 25.7929 -10.0885 15.8059 0.0 -1.8 -0.7
O 21.6894 -16.3847 15.9844 0.0 0.3 -0.4
N 14.5420 -10.5025 19.5851 -0.4 0.0 0.1
H 13.7594 -6.2653 19.6846 -0.4 -0.5 1.2
H 18.5872 -13.2778 17.1474 0.1 0.0 -0.3
H 22.9342 -12.1041 22.6884 0.3 -0.5 0.0
H 20.8763 -11.0339 21.2651 -0.3 -0.3 -0.4
H 24.0151 -9.4458 16.7118 -0.2 -0.1 1.0
C 15.7738 -16.0722 22.5348 -1.7 1.4 1.3
H 19.6529 -11.5723 19.3293 0.4 0.3 0.7
H 25.2280 -14.3304 18.1286 -0.1 -0.3 0.3
H 17.2790 -18.3837 21.5920 -0.1 0.5 0.3
C 23.1149 -11.8678 17.9458 0.7 0.2 1.1
H 13.2616 -17.7394 21.2921 0.1 0.4 0.3
O 18.4679 -10.4798 18.0412 1.4 -0.4 -0.6
C 16.3408 -10.0293 21.1573 1.8 -1.4 -0.1
H 19.9602 -10.2188 22.5356 -0.2 0.0 0.2
H 16.6507 -17.8426 18.6323 0.0 0.3 0.0
H 13.8912 -13.4678 14.4060 -0.3 -0.1 0.5
H 15.5109 -11.9879 15.1797 -0.2 0.0 0.5
H 16.4059 -11.0654 21.4894 0.6 -0.3 0.0
H 23.1687 -16.8688 17.2822 0.3 0.0 0.0
N 20.0335 -16.3396 18.3561 0.5 -0.2 0.5
N 16.2727 -12.6281 15.0068 1.2 0.4 0.2
C 27.8407 -11.9853 17.4394 0.3 0.5 0.6
O 15.0022 -14.0457 12.8338 -0.6 -1.3 0.2
C 21.1765 -13.5546 14.5372 1.1 0.1 0.5
H 21.8644 -18.1520 15.0240 0.1 -0.4 0.1
C 24.4681 -10.4038 16.4564 0.3 -0.7 1.3
C 17.5034 -16.2386 20.8480 -1.0 0.7 0.4
C 20.7742 -10.9179 22.3441 1.5 0.3 0.0
H 16.4369 -13.6077 20.2164 0.3 0.4 0.1
C 20.2539 -11.4660 13.8028 -0.6 -0.3 -1.0
H 22.9738 -12.0926 19.0030 0.2 -0.3 0.2
C 17.4380 -17.7868 20.6939 -1.4 1.7 -2.2
H 14.3385 -14.6372 11.0499 -0.5 0.8 -0.3
H 26.0630 -14.4147 15.9710 -0.1 -0.2 0.0
H 23.5539 -11.0558 21.6126 0.3 -0.3 -0.3
H 25.5150 -9.4775 14.9471 0.6 -0.3 -0.6
H 14.7762 -13.9429 17.0728 -0.2 0.1 -0.2
H 18.2160 -16.1744 21.6703 -0.1 1.1 0.3
H 16.4589 -14.3299 17.2721 0.3 0.6 -0.5
H 21.6130 -8.2915 22.4136 -0.6 0.2 -0.8
C 22.1318 -10.2913 22.7870 0.7 0.7 -0.7
H 14.7366 -18.4908 21.9361 0.3 0.4 -0.1
H 25.6472 -11.9521 14.7452 -0.1 -0.2 0.0
O 20.5976 -12.1711 22.9847 -0.9 -0.1 0.0
H 14.2315 -15.8989 12.0106 -0.1 -0.4 1.4
C 14.8395 -6.4016 19.6291 -0.3 0.5 -1.9
C 19.3905 -12.8008 17.7089 -1.1 0.2 0.5
H 21.3456 -15.0295 17.6525 1.1 0.7 0.4
C 15.6225 -14.4204 16.5790 -0.4 -0.9 0.3
H 16.2497 -19.1763 19.6814 -0.7 -0.2 -0.4
O 21.3677 -12.1074 14.3445 0.9 -2.0 -0.4
H 15.0138 -7.7252 21.6980 -0.2 -0.9 0.8
H 22.1190 -13.9964 14.8606 0.3 0.7 0.4
H 22.5121 -10.9654 17.8436 -0.4 -0.2 -0.5
C 22.0823 -16.8936 17.1978 -0.2 1.1 2.8
H 21.6284 -15.0840 20.1488 0.0 -0.2 0.4
H 15.4811 -15.5010 16.5574 -0.5 -0.1 0.2
C 16.2983 -18.0884 19.6340 1.1 -0.5 1.2
H 27.2110 -13.7695 14.9023 0.7 0.0 0.1
H 28.5045 -11.1639 17.1695 -0.8 0.8 -1.1
```
Positions in Å, forces in eV/Å.



| no. | calculated total energy (Eh) | LUMO energy (Ha) | HOMO-LUMO gap (hartree) |
| --- | --- | --- | --- |
| 1 | -7022.39322 | -0.127 | 0.2520 |
| 2 | -2729.93758 | -0.018 | 0.2071 |